No. 1
Entry from the Open Molecules 2025 dataset: 16 unconnected molecules or ions with the total composition C24H47BrCl32O5P2S2 (ωB97M-V/def2-TZVPD).

LUMO energy, eV: 0.1
HOMO-LUMO gap, eV: 8.45

```
! RIJCOSX wB97M-V def2-TZVPD def2/J DEFGRID3
* xyz 0 1
C -0.260 2.725 -1.418
C 0.300 2.222 -0.076
C 0.031 0.738 0.114
Cl 1.115 -0.135 -1.057
C 0.365 0.308 1.610
O 1.256 1.314 2.121
C 0.958 1.854 3.365
O 0.297 2.854 3.503
C 1.578 1.171 4.576
C 2.648 2.108 5.148
C 3.660 2.650 4.146
C 4.711 1.630 3.679
S 5.231 1.876 1.987
O 5.509 0.625 1.363
O 4.326 2.729 1.286
Cl 7.016 2.892 2.155
P -1.281 0.145 2.502
S -2.560 1.587 2.173
P 1.138 -1.457 1.573
O 0.185 -2.253 2.667
Br 3.160 -1.368 2.541
H 0.496 3.326 -1.923
H -1.114 3.386 -1.302
H -0.487 1.912 -2.103
H 1.363 2.429 -0.047
H -0.220 2.724 0.737
H -1.016 0.485 -0.120
H 1.915 0.158 4.374
H 0.776 1.101 5.310
H 2.126 2.974 5.552
H 3.165 1.665 5.999
H 3.200 3.150 3.295
H 4.215 3.437 4.657
H 4.362 0.616 3.854
H 5.609 1.741 4.284
H -1.074 -0.105 3.869
H -1.826 -1.025 1.958
H 0.431 -3.184 2.662
C 4.321 -5.219 1.447
Cl 4.292 -5.051 3.206
Cl 2.691 -5.434 0.789
H 4.753 -4.321 1.021
H 4.919 -6.081 1.186
C -4.196 0.279 -0.927
Cl -3.918 1.918 -1.516
Cl -2.664 -0.584 -0.694
H -4.716 0.326 0.026
H -4.790 -0.258 -1.657
C -8.114 0.343 0.829
Cl -7.711 1.964 0.240
Cl -6.657 -0.639 1.046
H -8.617 0.430 1.785
H -8.757 -0.136 0.110
C -3.529 4.953 3.785
Cl -3.655 4.487 5.487
Cl -4.734 4.135 2.789
H -3.681 6.023 3.707
H -2.543 4.681 3.424
C 7.731 -5.902 -0.749
Cl 7.695 -5.749 1.012
Cl 6.102 -6.119 -1.420
H 8.161 -5.001 -1.170
H 8.332 -6.764 -1.012
C 0.449 0.311 -4.954
Cl -0.844 -0.895 -4.983
Cl -0.182 1.942 -4.710
H 1.123 0.077 -4.138
H 0.976 0.279 -5.900
C -4.375 5.346 -3.890
Cl -2.969 4.698 -3.041
Cl -4.728 4.427 -5.358
H -5.232 5.292 -3.233
H -4.177 6.376 -4.164
C -8.648 5.320 -4.968
Cl -7.722 4.497 -3.701
Cl -7.657 6.439 -5.909
H -9.057 4.571 -5.635
H -9.446 5.881 -4.498
C 8.115 -3.178 -3.781
Cl 9.478 -3.697 -2.777
Cl 7.908 -4.225 -5.189
H 7.210 -3.213 -3.185
H 8.303 -2.167 -4.122
C 4.288 6.090 1.624
Cl 4.466 6.297 3.375
Cl 2.600 5.837 1.170
H 4.654 6.982 1.131
H 4.861 5.222 1.318
C 7.500 -9.886 1.398
Cl 8.913 -9.284 2.271
Cl 7.026 -8.802 0.083
H 7.737 -10.857 0.979
H 6.671 -9.969 2.091
C 11.592 -5.804 -5.421
Cl 12.437 -6.485 -4.024
Cl 12.656 -4.794 -6.406
H 11.223 -6.619 -6.032
H 10.768 -5.197 -5.064
C -9.746 -3.218 2.115
Cl -9.514 -2.569 0.480
Cl -9.154 -2.120 3.364
H -10.805 -3.379 2.273
H -9.207 -4.155 2.192
C -12.987 -1.902 5.052
Cl -11.545 -1.449 5.963
Cl -12.791 -3.453 4.219
H -13.819 -1.988 5.740
H -13.188 -1.135 4.314
C -4.946 2.627 -8.650
Cl -4.559 3.742 -9.964
Cl -6.528 1.869 -8.878
H -4.191 1.851 -8.616
H -4.961 3.180 -7.719
*
```

Atomic partial charges in e from the Löwdin method, atoms 1 to 6: atom 1 (C): -0.136, atom 2 (C): -0.276, atom 3 (C): -0.697, atom 4 (Cl): 0.610, atom 5 (C): -0.710, atom 6 (O): -0.116

---

No. 2
Entry from the Open Molecules 2025 dataset: 2 unconnected molecules or ions with the total composition C5H9O3 (ωB97M-V/def2-TZVPD).

Energy relative to the best compared isomer or geometry (same formula, charge and spin), kcal/mol: 5.0
LUMO energy, eV: 4.2
HOMO-LUMO gap, eV: 8.80

```
! RIJCOSX wB97M-V def2-TZVPD def2/J DEFGRID3
* xyz -1 1
O 0.513 1.627 0.452
C 1.111 0.806 1.160
O 0.681 -0.318 1.553
C 2.540 1.177 1.607
H 2.935 0.401 2.267
H 3.156 1.198 0.718
H 2.568 2.158 2.078
C -1.066 -0.760 -2.413
C -1.112 -0.969 -1.102
O -0.164 -1.736 -0.503
C -2.158 -0.383 -0.212
H -1.741 -0.090 -2.919
H -0.241 -1.168 -2.977
H 0.196 -1.230 0.288
H -2.975 -0.026 -0.829
H -2.523 -1.136 0.487
H -1.719 0.446 0.344
*
```

Atomic partial charges in e from the natural (NBO) method, atoms 1 to 6: atom 1 (O): -0.753, atom 2 (C): 0.778, atom 3 (O): -0.820, atom 4 (C): -0.731, atom 5 (H): 0.198, atom 6 (H): 0.205

---

No. 3
Entry from the Open Molecules 2025 dataset: 7 unconnected molecules or ions with the total composition C51H57N3OS (ωB97M-V/def2-TZVPD).

LUMO energy, eV: 0.0
HOMO-LUMO gap, eV: 8.64
Structure (SMILES): CCOc1nc2cc(CNC)ccc2nc1CCCS.c1ccccc1.c1ccccc1.c1ccccc1.c1ccccc1.c1ccccc1.c1ccccc1

```
! RIJCOSX wB97M-V def2-TZVPD def2/J DEFGRID3
* xyz 0 1
C 2.017 3.359 0.094
C 1.253 2.084 0.544
O 2.050 1.228 1.384
C 1.821 1.520 2.711
N 2.341 2.618 3.171
C 2.082 2.778 4.503
C 2.622 3.917 5.156
C 2.445 4.165 6.461
C 2.987 5.378 7.209
N 3.474 6.469 6.373
C 4.916 6.724 6.458
C 1.690 3.228 7.238
C 1.160 2.143 6.653
C 1.346 1.894 5.271
N 0.813 0.752 4.740
C 1.055 0.570 3.468
C 0.524 -0.714 2.838
C -0.356 -0.518 1.586
C -1.086 -1.879 1.298
S -2.846 -1.602 0.884
H 1.555 3.824 -0.784
H 3.075 3.143 -0.081
H 1.942 4.091 0.906
H 0.353 2.462 1.054
H 0.893 1.485 -0.301
H 3.221 4.611 4.567
H 2.137 5.772 7.794
H 3.719 5.034 7.948
H 3.155 6.390 5.420
H 5.356 6.294 7.362
H 5.482 6.416 5.567
H 5.062 7.811 6.555
H 1.534 3.352 8.308
H 0.579 1.418 7.218
H 1.370 -1.394 2.678
H -0.111 -1.180 3.603
H 0.314 -0.385 0.733
H -1.064 0.307 1.670
H -0.574 -2.400 0.483
H -1.005 -2.547 2.164
H -3.087 -0.412 1.477
C 3.561 0.476 -2.304
C 2.517 0.131 -3.151
C 2.651 0.293 -4.523
C 3.830 0.805 -5.050
C 4.871 1.159 -4.202
C 4.738 0.994 -2.830
H 3.458 0.346 -1.233
H 1.596 -0.267 -2.741
H 1.837 0.020 -5.183
H 3.936 0.929 -6.120
H 5.788 1.563 -4.612
H 5.551 1.268 -2.169
C 1.238 -2.986 -5.345
C 1.602 -4.273 -5.717
C 0.762 -5.025 -6.527
C -0.444 -4.491 -6.962
C -0.812 -3.208 -6.583
C 0.030 -2.454 -5.776
H 1.896 -2.397 -4.719
H 2.541 -4.690 -5.376
H 1.047 -6.028 -6.820
H -1.098 -5.077 -7.595
H -1.755 -2.794 -6.917
H -0.257 -1.452 -5.481
C -5.427 -7.128 0.207
C -5.021 -6.322 -0.848
C -4.337 -5.140 -0.596
C -4.062 -4.761 0.712
C -4.476 -5.564 1.766
C -5.157 -6.748 1.514
H -5.955 -8.053 0.010
H -5.237 -6.615 -1.868
H -4.018 -4.512 -1.419
H -3.526 -3.837 0.908
H -4.267 -5.267 2.787
H -5.478 -7.375 2.337
C -8.718 -10.872 -1.136
C -7.374 -10.554 -0.994
C -6.656 -11.039 0.091
C -7.283 -11.839 1.036
C -8.629 -12.149 0.899
C -9.346 -11.667 -0.188
H -9.276 -10.499 -1.986
H -6.885 -9.928 -1.731
H -5.606 -10.793 0.200
H -6.723 -12.219 1.881
H -9.120 -12.769 1.639
H -10.395 -11.912 -0.296
C 4.305 8.313 -0.396
C 5.203 7.987 -1.404
C 5.882 6.776 -1.365
C 5.665 5.893 -0.317
C 4.774 6.222 0.695
C 4.093 7.431 0.655
H 3.771 9.254 -0.430
H 5.374 8.677 -2.220
H 6.579 6.521 -2.153
H 6.192 4.947 -0.288
H 4.609 5.535 1.516
H 3.396 7.687 1.444
C -2.704 6.043 -2.959
C -1.752 6.018 -3.969
C -0.731 5.078 -3.938
C -0.660 4.166 -2.894
C -1.607 4.197 -1.880
C -2.630 5.134 -1.913
H -3.504 6.772 -2.988
H -1.806 6.732 -4.782
H 0.011 5.057 -4.727
H 0.136 3.431 -2.871
H -1.548 3.488 -1.062
H -3.371 5.157 -1.123
*
```

Atomic partial charges in e from the Löwdin method, atoms 1 to 6: atom 1 (C): -0.058, atom 2 (C): -0.242, atom 3 (O): -0.065, atom 4 (C): -0.280, atom 5 (N): 0.241, atom 6 (C): -0.191

---

No. 4
Entry from the Open Molecules 2025 dataset: a single C15H17N3O molecule (ωB97M-V/def2-TZVPD).

Energy relative to the best compared isomer or geometry (same formula, charge and spin), kcal/mol: 11.4
LUMO energy, eV: 0.7
HOMO-LUMO gap, eV: 8.93
Structure (SMILES): CCc1ccccc1NC(=O)NCc1ccccn1

```
! RIJCOSX wB97M-V def2-TZVPD def2/J DEFGRID3
* xyz 0 1
C -3.390 -2.816 0.076
C -3.208 -1.857 -1.104
C -3.292 -0.419 -0.662
C -4.475 0.278 -0.860
C -4.623 1.590 -0.445
C -3.567 2.225 0.182
C -2.377 1.555 0.391
C -2.228 0.234 -0.020
N -1.029 -0.460 0.176
C 0.077 -0.086 0.901
O 0.208 0.960 1.499
N 1.035 -1.070 0.928
C 2.342 -0.797 1.495
C 3.283 -0.234 0.458
C 3.205 1.103 0.080
C 4.062 1.561 -0.906
C 4.963 0.673 -1.475
C 4.955 -0.640 -1.031
N 4.136 -1.086 -0.094
H -4.369 -2.666 0.524
H -2.641 -2.644 0.846
H -3.316 -3.849 -0.256
H -3.999 -2.047 -1.833
H -2.258 -2.060 -1.610
H -5.298 -0.222 -1.350
H -5.556 2.108 -0.611
H -3.665 3.249 0.512
H -1.555 2.044 0.885
H -1.013 -1.390 -0.213
H 1.009 -1.806 0.240
H 2.190 -0.074 2.300
H 2.751 -1.728 1.893
H 2.484 1.753 0.551
H 4.031 2.593 -1.224
H 5.651 0.990 -2.243
H 5.633 -1.376 -1.443
*
```

Atomic partial charges in e from the natural (NBO) method, atoms 1 to 6: atom 1 (C): -0.601, atom 2 (C): -0.420, atom 3 (C): -0.084, atom 4 (C): -0.188, atom 5 (C): -0.235, atom 6 (C): -0.199

---

No. 5
Entry from the Open Molecules 2025 dataset: 2 unconnected molecules or ions with the total composition C29H38N3 (ωB97M-V/def2-TZVPD).

Energy relative to the best compared isomer or geometry (same formula, charge and spin), kcal/mol: 49.7
LUMO energy, eV: -4.2
HOMO-LUMO gap, eV: 5.19

```
! RIJCOSX wB97M-V def2-TZVPD def2/J DEFGRID3
* xyz 1 1
C 3.381 0.082 2.465
C 2.734 -1.000 3.335
C 1.256 -1.189 3.019
N 0.491 0.042 2.857
C -0.877 -0.032 2.776
C -1.701 1.075 2.950
C -3.159 0.901 3.172
C -3.675 -0.544 3.339
C -2.946 -1.475 2.375
C -1.441 -1.444 2.639
C 1.106 1.309 2.499
C 2.628 1.387 2.626
H 4.415 0.217 2.797
H 3.423 -0.248 1.421
H 3.239 -1.967 3.208
H 2.830 -0.731 4.396
H 1.167 -1.810 2.111
H 0.831 -1.785 3.844
H -1.245 2.047 3.152
H -3.480 1.467 4.061
H -3.705 1.327 2.307
H -3.518 -0.863 4.375
H -4.761 -0.556 3.175
H -3.307 -2.504 2.465
H -3.131 -1.160 1.338
H -0.919 -1.982 1.831
H -1.240 -2.044 3.545
H 0.793 1.583 1.473
H 0.697 2.095 3.151
H 2.850 1.784 3.620
H 2.986 2.123 1.908
C -0.206 7.949 6.624
N 0.244 7.492 5.312
C 1.446 8.166 4.823
C -0.399 6.539 4.565
C -0.320 6.566 3.140
C -1.030 5.662 2.363
C -1.665 4.543 2.972
C -2.393 3.511 2.276
C -2.422 3.425 0.870
C -3.528 2.939 0.042
C -4.812 2.465 0.293
C -5.540 1.906 -0.773
C -5.104 2.029 -2.106
C -3.896 2.695 -2.392
C -3.126 3.097 -1.306
N -1.847 3.666 -1.315
C -1.176 4.269 -2.458
C -1.398 3.795 -0.034
C -1.694 4.496 4.393
C -1.175 5.510 5.169
H -1.251 7.707 6.867
H 0.422 7.544 7.434
H -0.116 9.047 6.656
H 1.790 7.748 3.866
H 1.257 9.249 4.689
H 2.269 8.027 5.547
H 0.217 7.383 2.653
H -1.097 5.815 1.285
H -3.244 3.169 2.868
H -5.224 2.526 1.302
H -6.462 1.361 -0.570
H -5.733 1.661 -2.924
H -3.555 2.884 -3.410
H -1.550 3.835 -3.391
H -1.362 5.359 -2.506
H -0.089 4.122 -2.370
H -0.367 4.091 0.154
H -2.180 3.631 4.866
H -1.338 5.500 6.249
*
```

Atomic partial charges in e from the natural (NBO) method, atoms 1 to 6: atom 1 (C): -0.400, atom 2 (C): -0.403, atom 3 (C): -0.201, atom 4 (N): -0.432, atom 5 (C): 0.271, atom 6 (C): -0.372

---

No. 6
Entry from the Open Molecules 2025 dataset: a molecular structure, C15H31ClHgO4P2 (ωB97M-V/def2-TZVPD).

LUMO energy (alpha / beta), eV: -1.1 / -1.3
HOMO-LUMO gap (alpha / beta), eV: 7.24 / 6.02

```
! RIJCOSX wB97M-V def2-TZVPD def2/J DEFGRID3
* xyz 0 1
P 0.774 -1.903 -1.288
P 0.742 1.664 -0.762
C 0.343 -0.551 -2.513
C 1.205 0.690 -2.349
H -0.728 -0.308 -2.353
H 0.440 -1.016 -3.507
H 2.278 0.416 -2.330
H 1.053 1.352 -3.213
C 0.112 3.124 -1.737
H -0.191 3.948 -1.078
H -0.744 2.873 -2.378
H 0.912 3.504 -2.388
C 1.798 2.648 0.401
H 1.876 3.683 0.028
H 2.811 2.233 0.523
H 1.329 2.691 1.401
C -0.444 -3.011 -2.188
H -0.743 -3.878 -1.585
H 0.051 -3.367 -3.103
H -1.362 -2.479 -2.485
C 2.267 -2.880 -1.694
H 3.124 -2.214 -1.869
H 2.082 -3.522 -2.557
H 2.471 -3.502 -0.810
Hg 3.442 -0.377 -0.292
C -1.221 1.397 0.132
C -2.202 0.985 -0.792
C -3.457 0.443 -0.225
C -3.453 -0.929 0.481
C -2.434 -1.883 0.006
C -1.223 -2.023 0.535
C -0.457 -0.954 1.301
C -0.974 0.512 1.369
C 3.513 -0.463 1.849
H -1.248 2.476 0.411
H -2.220 1.347 -1.832
H -4.260 0.504 -0.978
H -3.713 1.155 0.569
H -3.365 -0.806 1.571
H -4.451 -1.350 0.336
H -2.739 -2.534 -0.836
H -0.685 -2.986 0.470
H 0.603 -0.955 0.962
H -0.367 -1.255 2.351
H -1.860 0.554 2.026
H -0.197 1.010 1.954
H 4.578 -0.410 2.046
H 3.161 -1.476 2.075
H 2.969 0.221 2.519
O 0.335 0.064 4.227
Cl 0.153 1.521 4.385
O 0.338 1.907 5.765
O 1.168 2.205 3.545
O -1.188 1.903 3.904
*
```

Atomic partial charges in e from the natural (NBO) method, atoms 1 to 6: atom 1 (P): 0.821, atom 2 (P): 1.240, atom 3 (C): -0.738, atom 4 (C): -0.677, atom 5 (H): 0.248, atom 6 (H): 0.235

---

No. 7
Entry from the Open Molecules 2025 dataset: a molecular structure, C33H45N6O2SSbSeTc (ωB97M-V/def2-TZVPD).

Energy relative to the best compared isomer or geometry (same formula, charge and spin), kcal/mol: 25.5
LUMO energy (alpha / beta), eV: -4.9 / -8.4
HOMO-LUMO gap (alpha / beta), eV: 7.55 / 4.01
Expectation value of S²: 0.782

```
! RIJCOSX wB97M-V def2-TZVPD def2/J DEFGRID3
* xyz 2 2
Tc 1.541 -0.773 0.656
C 2.186 -2.174 2.357
C 1.379 -1.138 2.892
C 2.019 0.090 2.607
C 3.245 -0.200 1.902
C 3.337 -1.604 1.754
H 1.994 -3.232 2.461
H 0.470 -1.266 3.455
H 1.678 1.062 2.930
H 3.987 0.518 1.591
H 4.136 -2.151 1.281
N 7.017 -0.090 -6.041
C 5.967 -0.337 -5.276
C 4.655 0.011 -5.730
C 3.578 -0.263 -4.943
C 3.771 -0.887 -3.698
C 5.055 -1.229 -3.230
C 6.145 -0.958 -3.997
S 2.344 -1.367 -2.737
O 1.197 -0.988 -3.506
O 2.562 -2.752 -2.419
N 2.480 -0.557 -1.364
C 2.314 0.801 -1.377
N 1.798 1.175 -0.194
C 1.643 2.472 0.048
C 1.978 3.402 -0.917
C 2.466 2.915 -2.123
N 2.649 1.618 -2.363
H 6.916 0.335 -6.952
H 7.953 -0.335 -5.748
H 4.538 0.481 -6.698
H 2.571 -0.019 -5.253
H 5.157 -1.721 -2.272
H 7.143 -1.217 -3.669
H 1.239 2.748 1.014
H 1.862 4.461 -0.744
H 2.730 3.594 -2.925
C -5.237 0.142 1.678
C -4.875 -0.972 2.658
C -3.563 -1.696 2.337
C -2.288 -1.098 2.925
N -2.081 0.313 2.591
C -1.647 0.772 1.405
Se -0.920 -0.265 0.002
N -1.837 2.103 1.365
C -1.673 2.991 0.213
C -3.011 3.303 -0.453
C -3.566 2.137 -1.268
C -2.797 1.888 -2.560
C -2.377 2.521 2.580
C -2.738 3.782 3.041
C -3.245 3.850 4.323
C -3.389 2.703 5.117
C -3.033 1.451 4.655
C -2.523 1.384 3.364
H -6.225 0.543 1.898
H -5.258 -0.243 0.656
H -4.538 0.979 1.705
H -5.677 -1.712 2.636
H -4.856 -0.590 3.683
H -3.448 -1.771 1.251
H -3.608 -2.719 2.719
H -1.425 -1.647 2.551
H -2.291 -1.165 4.014
H -1.004 2.491 -0.484
H -1.187 3.899 0.574
H -2.867 4.170 -1.104
H -3.728 3.607 0.314
H -4.611 2.348 -1.504
H -3.576 1.230 -0.656
H -2.838 2.765 -3.209
H -3.222 1.049 -3.110
H -1.747 1.648 -2.375
H -2.635 4.668 2.429
H -3.541 4.809 4.726
H -3.793 2.802 6.115
H -3.155 0.573 5.273
C -0.803 -3.996 1.326
Sb 0.581 -3.185 -0.066
C -0.546 -3.408 -1.842
C 1.949 -4.804 -0.124
H -0.916 -5.057 1.107
H -1.768 -3.505 1.210
H -0.458 -3.884 2.352
H -1.114 -4.334 -1.751
H 0.119 -3.460 -2.698
H -1.230 -2.569 -1.953
H 1.454 -5.652 -0.596
H 2.231 -5.084 0.890
H 2.829 -4.532 -0.699
*
```

Atomic partial charges in e from the Löwdin method, atoms 1 to 6: atom 1 (Tc): 0.828, atom 2 (C): -0.220, atom 3 (C): -0.176, atom 4 (C): -0.189, atom 5 (C): -0.181, atom 6 (C): -0.159

---

Calculated values (eV/Å) of max |F| for the records, taken in order: 1.98, 0.58, 2.01, 0.51, 2.97, 3.80, 0.27.
Calculated values (hartree) of calculated total energy for the records, taken in order: -20098.057926, -421.699320, -2615.210810, -821.341569, -1291.832103, -2186.862960, -4883.708018.